# 1
Molecular formula: C17H40IrNP3S
Method: DFT, the ωB97M-V functional and the def2-TZVPD basis

Last column: natural (NBO) charge in e.
Atoms and positions in Å:
Ir1 -0.1850 -0.7466 -0.9495  0.20
P1 0.4949 -2.4193 0.2596  1.13
P2 2.2749 0.6564 -0.2234  1.14
P3 -2.3001 -1.3974 -1.2868  1.00
H1 1.0175 1.1088 -2.9825  0.22
C1 -0.0436 1.2492 -2.8065  -0.45
C2 -0.5972 2.0768 -1.8842  -0.33
H2 -0.0216 2.7412 -1.2297  0.23
C3 1.4825 -3.5473 -0.7794  -0.95
C4 1.5289 -2.1782 1.7602  -0.96
C5 -0.8012 -3.4796 1.0031  -0.97
C6 2.6322 2.2381 -1.0198  -0.97
C7 2.1764 1.1068 1.5234  -0.98
C8 3.7419 -0.3720 -0.4786  -0.97
C9 -3.2174 -0.3063 -2.4230  -0.97
C10 -3.4000 -1.4164 0.1894  -0.96
C11 -2.6040 -3.0876 -1.9691  -0.96
H3 -0.7227 0.8434 -3.5446  0.21
H4 -1.6930 2.0650 -1.8455  0.23
H5 1.7051 -4.4710 -0.2268  0.27
H6 2.4267 -3.0769 -1.0772  0.25
H7 0.9555 -3.7867 -1.7107  0.25
H8 1.8892 -3.1395 2.1605  0.29
H9 0.9351 -1.7047 2.5507  0.25
H10 2.4076 -1.5530 1.5730  0.23
H11 -0.3755 -4.4280 1.3566  0.28
H12 -1.6109 -3.7122 0.3012  0.25
H13 -1.2501 -2.9777 1.8639  0.25
H14 3.7180 2.3694 -0.9818  0.28
H15 2.1619 3.0483 -0.4366  0.27
H16 2.3041 2.3035 -2.0599  0.26
H17 3.2071 1.1600 1.8844  0.29
H18 1.6174 0.4162 2.1601  0.26
H19 1.7608 2.1196 1.6144  0.27
H20 4.5957 0.2993 -0.5047  0.28
H21 3.6807 -0.9095 -1.4376  0.26
H22 3.8919 -1.1095 0.3156  0.27
H23 -3.9101 -0.9412 -2.9910  0.27
H24 -2.6053 0.2400 -3.1483  0.23
H25 -3.7673 0.4222 -1.8125  0.26
H26 -4.1919 -2.1354 -0.0490  0.27
H27 -3.8604 -0.4300 0.3302  0.26
H28 -2.9161 -1.7333 1.1217  0.25
H29 -2.6478 -2.9809 -3.0605  0.25
H30 -3.5631 -3.4744 -1.6003  0.27
H31 -1.8460 -3.8371 -1.7216  0.25
C12 -0.1270 -1.7993 -5.1182  -0.21
C13 0.1574 -2.9701 -5.8705  -0.16
C14 -0.0479 -2.9730 -7.2472  -0.17
C15 -0.4506 -1.7930 -7.9201  -0.01
C16 -0.5648 -0.5963 -7.1951  -0.17
C17 -0.3437 -0.5746 -5.8322  -0.17
S1 -0.2787 -1.9226 -3.4266  0.44
H32 1.4632 -0.3901 -1.2741  -0.02
H33 0.4628 -3.8569 -5.3384  0.25
H34 0.1057 -3.8883 -7.8195  0.27
H35 -0.6739 -1.8071 -8.9881  0.27
H36 -0.8141 0.3347 -7.7034  0.27
H37 -0.3670 0.3654 -5.2747  0.23
N1 -0.9888 0.5483 0.5920  -1.03
H38 -0.3010 0.8467 1.2918  0.41
H39 -1.7639 0.1382 1.1184  0.42
H40 -1.3463 1.4077 0.1556  0.41

Computed properties:
- E_HOMO (alpha / beta) (eV) = -14.878 / -18.443
- relative energy (zero: lowest compared OMol25 entry of this formula, charge and spin) (kJ/mol) = 68.1
- charge = +3
- 2S+1 = 5

# 2
Molecular formula: C17H40N2O10
Method: DFT, the ωB97M-V functional and the def2-TZVPD basis

Last column: natural (NBO) charge in e.
Atoms and positions in Å:
O1 -4.4297 -2.7534 1.4606  -0.54
C1 -4.8370 -2.2278 0.5267  0.98
O2 -5.4561 -2.9877 -0.4095  -0.69
O3 -4.8014 -0.8855 0.3073  -0.55
C2 -3.5603 -0.4258 -0.2383  0.24
O4 -2.5233 -1.3373 -0.0700  -0.56
C3 -1.3367 -0.8678 -0.7177  0.21
O5 -0.6236 -1.8495 -1.4257  -0.53
C4 -1.4191 -2.8612 -2.0232  -0.10
C5 -2.4020 -2.3678 -3.1135  -0.09
O6 -3.4156 -3.3466 -3.3294  -0.71
H1 -5.6905 -2.4393 -1.1758  0.48
H2 -3.3222 0.5171 0.2898  0.17
H3 -3.7252 -0.1466 -1.2990  0.14
H4 -1.5989 0.0104 -1.3252  0.16
H5 -0.6647 -0.4759 0.0777  0.21
H6 -0.7092 -3.5313 -2.5339  0.19
H7 -1.9381 -3.5051 -1.2927  0.18
H8 -1.8501 -2.3336 -4.0649  0.18
H9 -2.8129 -1.3638 -2.9250  0.15
H10 -4.0855 -3.2689 -2.6388  0.46
C6 4.0926 3.1576 -2.6755  -0.25
O7 3.1271 4.1945 -2.6943  -0.56
C7 2.6369 4.4936 -3.9984  -0.07
C8 1.1782 4.0933 -4.1269  -0.24
N1 1.0286 2.6411 -4.1348  -0.62
C9 -0.3550 2.1878 -4.0161  -0.25
C10 -1.0929 2.5006 -2.7138  -0.08
O8 -0.5764 1.8206 -1.5792  -0.56
C11 0.5012 2.4768 -0.9276  -0.25
H11 4.5030 3.1024 -1.6678  0.19
H12 3.6411 2.1901 -2.9178  0.16
H13 4.9096 3.3665 -3.3718  0.17
H14 3.2460 4.0294 -4.7792  0.18
H15 2.7110 5.5780 -4.1229  0.18
H16 0.7756 4.5000 -5.0593  0.19
H17 0.6353 4.5487 -3.2891  0.17
H18 1.5576 2.2528 -3.3642  0.35
H19 -0.3397 1.1007 -4.1363  0.20
H20 -0.9310 2.5885 -4.8563  0.19
H21 -2.1197 2.1379 -2.8321  0.18
H22 -1.1745 3.5756 -2.5200  0.17
H23 0.4300 3.5640 -1.0010  0.18
H24 1.4589 2.1333 -1.3254  0.16
H25 0.4701 2.1988 0.1278  0.19
C12 3.6050 -0.3076 5.2374  -0.25
O9 3.3902 -1.5854 4.6664  -0.56
C13 2.6483 -2.4673 5.5056  -0.07
C14 1.2806 -2.7505 4.9109  -0.24
N2 0.4225 -1.5717 4.9750  -0.63
C15 -0.8184 -1.7006 4.2101  -0.25
C16 -0.7051 -1.8355 2.6924  -0.10
O10 -0.2069 -0.6707 2.0422  -0.56
C17 1.2082 -0.5921 1.9738  -0.25
H26 4.2918 0.2361 4.5893  0.19
H27 2.6710 0.2598 5.3038  0.16
H28 4.0566 -0.3896 6.2302  0.17
H29 2.5653 -2.0840 6.5266  0.18
H30 3.2082 -3.4062 5.5499  0.18
H31 0.8101 -3.5665 5.4671  0.19
H32 1.4319 -3.0812 3.8756  0.17
H33 0.9341 -0.7743 4.6194  0.35
H34 -1.4097 -0.8053 4.4205  0.20
H35 -1.3864 -2.5504 4.6003  0.20
H36 -1.7181 -1.9762 2.3062  0.22
H37 -0.1408 -2.7231 2.3860  0.17
H38 1.6753 -1.5765 1.9041  0.18
H39 1.6066 -0.0444 2.8313  0.16
H40 1.4681 -0.0224 1.0778  0.18

Computed properties:
- E_HOMO (eV) = -8.583
- SMILES = O=C(O)OCOCOCCO.COCCNCCOC.COCCNCCOC
- charge = 0

# 3
Molecular formula: C17H40NP3SeY
Method: DFT, the ωB97M-V functional and the def2-TZVPD basis

Last column: natural (NBO) charge in e.
Atoms and positions in Å:
Y1 -0.0131 0.0062 -1.0745  1.57
P1 -2.7832 -0.1260 -0.6858  0.69
P2 0.1798 -2.7889 -0.3836  0.70
P3 -0.0305 2.7797 -0.4606  0.69
H1 2.4120 -0.9159 -2.4022  0.26
C1 2.3849 0.0501 -1.8951  -0.50
C2 2.5473 0.1100 -0.5316  -0.43
H2 2.8251 -0.7950 0.0329  0.27
C3 -3.2499 -0.1706 -2.4658  -0.92
C4 -3.6818 -1.5693 -0.0326  -0.92
C5 -3.7874 1.2738 -0.0898  -0.92
C6 1.8546 -3.5350 -0.3430  -0.91
C7 -0.6615 -3.8413 0.8547  -0.92
C8 -0.4880 -3.5145 -1.9472  -0.91
C9 1.5836 3.6507 -0.4494  -0.91
C10 -0.9466 3.7801 0.7676  -0.91
C11 -0.7607 3.4201 -2.0314  -0.92
H3 2.4420 0.9510 -2.5107  0.28
H4 2.7742 1.0661 -0.0360  0.27
H5 -4.3401 -0.2414 -2.5910  0.29
H6 -2.7641 -1.0221 -2.9548  0.25
H7 -2.8734 0.7282 -2.9703  0.25
H8 -4.7387 -1.5422 -0.3372  0.28
H9 -3.6148 -1.5846 1.0628  0.26
H10 -3.2174 -2.4967 -0.3921  0.24
H11 -4.8398 1.1566 -0.3887  0.28
H12 -3.3924 2.2176 -0.4904  0.24
H13 -3.7214 1.3410 1.0039  0.26
H14 1.7705 -4.5398 -0.7704  0.27
H15 2.2260 -3.5956 0.6873  0.27
H16 2.5488 -2.9277 -0.9309  0.23
H17 -0.7055 -4.8809 0.4893  0.28
H18 -1.6789 -3.4877 1.0533  0.25
H19 -0.0841 -3.8184 1.7878  0.26
H20 -0.2142 -4.5769 -2.0532  0.28
H21 -0.0819 -2.9508 -2.8006  0.24
H22 -1.5856 -3.4180 -1.9410  0.25
H23 1.4017 4.6553 -0.8449  0.28
H24 2.3074 3.1180 -1.0738  0.23
H25 1.9769 3.7110 0.5724  0.27
H26 -0.9756 4.8377 0.4523  0.28
H27 -0.4431 3.7135 1.7418  0.26
H28 -1.9749 3.4093 0.8670  0.25
H29 -0.5516 4.4930 -2.1590  0.28
H30 -1.8506 3.2603 -2.0118  0.25
H31 -0.3345 2.8595 -2.8792  0.25
C12 1.3048 0.1427 -5.5124  -0.16
C13 2.6377 -0.1669 -5.1707  -0.26
C14 3.6666 -0.0939 -6.1255  -0.17
C15 3.3629 0.1912 -7.4639  -0.16
C16 2.0142 0.3739 -7.8442  -0.16
C17 1.0037 0.3395 -6.8841  -0.24
Se1 -0.2586 0.3660 -4.3115  0.36
H32 0.5867 0.0992 -3.0315  -0.13
H33 2.8903 -0.4509 -4.1523  0.18
H34 4.7076 -0.2657 -5.8196  0.25
H35 4.1627 0.2546 -8.2057  0.26
H36 1.7574 0.5477 -8.8985  0.26
H37 -0.0381 0.4851 -7.1842  0.23
N1 -0.2791 -0.0009 1.4303  -1.12
H38 -1.0032 0.6556 1.7491  0.42
H39 0.5976 0.2372 1.8987  0.42
H40 -0.5669 -0.9113 1.8019  0.42

Computed properties:
- E_HOMO (eV) = -16.572
- relative energy (zero: lowest compared OMol25 entry of this formula, charge and spin) (kJ/mol) = 0.0
- charge = +3

# 4
Molecular formula: C17H41AgN3O7
Method: DFT, the ωB97M-V functional and the def2-TZVPD basis

Last column: natural (NBO) charge in e.
Atoms and positions in Å:
Ag1 -0.1681 0.2955 -0.6747  0.89
C1 -2.7216 2.2310 -0.5389  -0.25
O1 -2.3790 0.8700 -0.3454  -0.59
C2 -3.3710 0.1747 0.3727  -0.07
C3 -3.1001 -1.3089 0.4515  -0.08
O2 -1.8671 -1.5142 1.0882  -0.54
C4 -1.6873 -2.8409 1.5367  -0.25
H1 -2.0376 2.6654 -1.2617  0.21
H2 -2.6604 2.7715 0.4127  0.17
H3 -3.7436 2.3198 -0.9214  0.18
H4 -4.3634 0.2979 -0.0768  0.18
H5 -3.4615 0.5565 1.3980  0.17
H6 -3.0976 -1.7369 -0.5570  0.18
H7 -3.9147 -1.7317 1.0484  0.18
H8 -1.8137 -3.5378 0.7008  0.17
H9 -2.3489 -3.0722 2.3704  0.18
H10 -0.6389 -2.9135 1.8192  0.19
C5 2.5878 2.2747 -0.5417  -0.24
O3 1.6544 1.6838 -1.4155  -0.57
C6 1.3269 2.5271 -2.5049  -0.08
C7 0.4434 1.7801 -3.5001  -0.08
O4 -0.7585 1.3956 -2.8742  -0.58
C8 -1.8560 1.2923 -3.7766  -0.25
H11 2.1974 3.1927 -0.0803  0.17
H12 3.4800 2.5871 -1.1037  0.17
H13 2.8795 1.5624 0.2261  0.20
H14 2.1842 2.9533 -3.0365  0.19
H15 0.7935 3.4012 -2.1077  0.17
H16 0.9897 0.9128 -3.8805  0.19
H17 0.2857 2.5049 -4.3059  0.18
H18 -1.4964 0.8841 -4.7244  0.18
H19 -2.3479 2.2549 -3.9476  0.18
H20 -2.5732 0.6023 -3.3330  0.20
C9 -0.2350 4.1166 1.6013  -0.72
C10 -0.3666 2.7435 2.2160  0.69
O5 0.1071 1.7506 1.6697  -0.69
N1 -1.0126 2.6683 3.3911  -0.59
C11 -1.2073 1.4798 4.1817  -0.42
H21 -1.0759 4.7910 1.7915  0.23
H22 -0.0986 4.1226 0.5267  0.24
H23 0.5915 4.5849 2.1453  0.25
H24 -1.2944 3.5477 3.7924  0.40
H25 -1.4288 1.7114 5.2204  0.22
H26 -0.3263 0.8364 4.2159  0.21
H27 -2.0149 0.8646 3.7825  0.21
C12 0.0597 -3.2852 -3.8235  -0.72
C13 0.3278 -2.7176 -2.4495  0.70
O6 -0.0922 -1.5989 -2.1608  -0.71
N2 1.0218 -3.4396 -1.5588  -0.60
C14 1.4712 -4.8097 -1.6252  -0.41
H28 0.7671 -4.0323 -4.1735  0.22
H29 0.1149 -2.4450 -4.5164  0.24
H30 -0.9642 -3.6526 -3.8834  0.24
H31 1.1311 -2.9661 -0.6725  0.43
H32 0.8229 -5.4085 -0.9693  0.20
H33 2.4853 -4.9495 -1.2549  0.21
H34 1.3687 -5.2725 -2.6017  0.22
C15 3.3905 -2.2602 1.6157  -0.72
C16 2.2671 -1.2824 1.4647  0.69
O7 1.5677 -1.2207 0.4421  -0.71
N3 2.0775 -0.3949 2.4665  -0.62
C17 2.8028 -0.4355 3.7306  -0.42
H35 4.3234 -1.7012 1.7115  0.24
H36 3.4898 -2.9490 0.7821  0.24
H37 3.2672 -2.8616 2.5177  0.23
H38 1.3797 0.3148 2.2565  0.45
H39 3.7601 0.0812 3.6570  0.20
H40 2.9175 -1.4177 4.1760  0.21
H41 2.1886 0.1516 4.4184  0.21

Computed properties:
- E_HOMO (eV) = -11.445
- charge = +1